{"formula": "CH4O2S2", "method": "ωB97M-V/def2-TZVPD", "total_energy_ev": -26864.616, "orbital_gap_ev": 8.369, "charge": 0, "relative_energy_kcal_mol": 58.3, "lumo_ha": -0.0680, "elements": ["C", "O", "O", "S", "S", "H", "H", "H", "H"], "positions_angstrom": [[-1.22771, -0.74758, 0.79521], [3.65950, 0.94852, 1.09313], [-0.72508, -0.00571, 0.00644], [3.86500, -1.67590, 0.03367], [3.88194, 0.22136, -0.14414], [1.19728, 1.07511, -1.85597], [-1.76140, -0.39488, 1.69241], [-1.19156, -1.84077, 0.68911], [1.91311, 0.85645, -1.62722]], "forces_ev_per_a": [[-0.17, -0.22, 0.35], [0.04, 0.17, -0.28], [0.14, 0.22, -0.24], [0.04, 0.98, -0.31], [0.05, -1.20, 0.71], [1.18, -0.38, 0.41], [-0.03, 0.20, 0.05], [0.08, -0.20, -0.16], [-1.32, 0.43, -0.53]], "lowdin_charge": [-0.15, -0.58, -0.02, 0.21, 0.33, 0.06, 0.08, 0.08, -0.02]}